Entry 1:
C5H15NO | the ωB97M-V functional and the def2-TZVPD basis

Last columns: bonded neighbours and bond lengths (Å).
Atoms and positions in Å:
1 C -0.0233 -1.4874 -1.8384  C2 1.606, H7 1.146, H8 1.026, H9 1.291
2 C -0.4673 -0.8324 -0.4413  C1 1.606, C3 1.588, C4 1.531, H10 1.109
3 C -2.0471 -0.6706 -0.4242  C2 1.588, H11 1.100, H12 1.083, H13 1.080
4 C 0.1714 0.5372 -0.1974  C2 1.531, C5 1.567, N6 1.465, H14 1.165
5 C -0.3406 1.0711 1.1837  C4 1.567, H15 1.056, H16 1.068, H17 1.087
6 N 0.2720 1.4492 -1.3394  C4 1.465, H18 1.046, H19 0.988
7 H 0.2996 -0.6646 -2.5678  C1 1.146
8 H -0.6023 -2.1243 -2.3975  C1 1.026
9 H 1.1522 -1.9306 -1.5398  C1 1.291
10 H -0.0669 -1.4123 0.4149  C2 1.109
11 H -2.6146 -0.2353 0.4113  C3 1.100
12 H -2.1903 -0.0366 -1.2901  C3 1.083
13 H -2.5922 -1.5366 -0.7686  C3 1.080
14 H 1.2163 0.1465 0.1396  C4 1.165
15 H 0.0334 0.4800 1.9744  C5 1.056
16 H 0.0299 2.0348 1.4562  C5 1.068
17 H -1.4241 0.9922 1.1594  C5 1.087
18 H -0.6515 1.5594 -1.8184  N6 1.046
19 H 0.4551 2.3421 -0.9575  N6 0.988
20 O 2.9745 -0.1264 2.7519  H21 0.907, H22 0.937
21 H 2.9562 0.7588 2.5574  O20 0.907
22 H 3.4595 -0.3143 3.5317  O20 0.937

For the relative energy (zero: lowest compared OMol25 entry of this formula, charge and spin), the calculation gives 219.9 kJ/mol. As for the charge: 0. The value obtained for the gap between HOMO and LUMO is 9.96 eV. The calculation puts the largest force on an atom at 7.2 eV/Å. The value obtained for the HOMO energy is -9.139 eV.

Atom charges from the Mulliken analysis, given in e for atoms 1 to 8: number 1, C, carries -1.215; number 2, C, carries 0.179; number 3, C, carries -1.360; number 4, C, carries 0.245; number 5, C, carries -1.298; number 6, N, carries -0.556; number 7, H, carries 0.298; number 8, H, carries 0.455

=====

Entry 2:
C5H15NO | the ωB97M-V functional and the def2-TZVPD basis

Last columns: bonded neighbours and bond lengths (Å).
Atoms and positions in Å:
1 C 0.2216 -1.0759 2.3176  C2 1.523, H7 1.095, H8 1.089, H9 1.098
2 C -0.0298 -0.5192 0.9222  C1 1.523, C3 1.516, C4 1.553, H10 1.093
3 C -1.5007 -0.6287 0.5733  C2 1.516, H11 1.086, H12 1.099, H13 1.089
4 C 0.4558 0.9559 0.8884  C2 1.553, C5 1.532, H14 1.095, H15 1.094
5 C -0.0733 1.8118 -0.2662  C4 1.532, N6 1.484, H16 1.093, H17 1.089
6 N 0.2771 1.3313 -1.6254  C5 1.484, H18 1.005, H19 1.012
7 H 0.0891 -2.1628 2.3072  C1 1.095
8 H -0.4179 -0.6339 3.0806  C1 1.089
9 H 1.2546 -0.9466 2.6661  C1 1.098
10 H 0.6592 -1.0253 0.2414  C2 1.093
11 H -1.9521 -1.5579 0.9099  C3 1.086
12 H -1.5367 -0.5825 -0.5238  C3 1.099
13 H -2.0569 0.2620 0.8627  C3 1.089
14 H 1.5425 0.9364 0.7549  C4 1.095
15 H 0.2405 1.4416 1.8446  C4 1.094
16 H 0.3741 2.8079 -0.2186  C5 1.093
17 H -1.1436 2.0059 -0.3264  C5 1.089
18 H 0.1370 0.3384 -1.6894  N6 1.005
19 H 1.2422 1.5308 -1.8545  N6 1.012
20 O 0.9204 -1.7989 -3.4920  H21 0.968, H22 0.961
21 H 1.2058 -0.8761 -3.4320  O20 0.968
22 H 0.0911 -1.6141 -3.9408  O20 0.961

For the relative energy (zero: lowest compared OMol25 entry of this formula, charge and spin), the calculation gives 71.9 kJ/mol. As for the charge: 0. The value obtained for the gap between HOMO and LUMO is 10.25 eV. The calculation puts the largest force on an atom at 1.7 eV/Å. The value obtained for the HOMO energy is -9.396 eV.

Atom charges from the Mulliken analysis, given in e for atoms 1 to 8: number 1, C, carries -1.734; number 2, C, carries 0.805; number 3, C, carries -1.343; number 4, C, carries -0.654; number 5, C, carries -0.771; number 6, N, carries -0.556; number 7, H, carries 0.418; number 8, H, carries 0.381

=====

Entry 3:
C5H15NO | the ωB97M-V functional and the def2-TZVPD basis

Last columns: bonded neighbours and bond lengths (Å).
Atoms and positions in Å:
1 C 2.5649 1.5648 1.3841  C2 1.527, H7 1.100, H8 1.083, H9 1.096
2 C 1.8580 0.6539 0.3832  C1 1.527, C3 1.555, H10 1.088, H11 1.089
3 C 0.8072 -0.2396 1.1015  C2 1.555, C4 1.508, H12 1.091, H13 1.095
4 C -0.6235 -0.0162 0.6821  C3 1.508, N5 1.458, H14 1.103, H15 1.107
5 N -1.1739 -0.7639 -0.4425  C4 1.458, C6 1.468, H16 1.011
6 C -1.9280 -1.9642 -0.0592  N5 1.468, H17 1.088, H18 1.099, H19 1.104
7 H 1.8748 2.3482 1.7296  C1 1.100
8 H 2.9646 1.0583 2.2535  C1 1.083
9 H 3.2905 2.1851 0.8459  C1 1.096
10 H 2.6317 0.0221 -0.0486  C2 1.088
11 H 1.4102 1.2114 -0.4385  C2 1.089
12 H 0.9406 -0.1709 2.1822  C3 1.091
13 H 1.0277 -1.2921 0.8948  C3 1.095
14 H -0.8265 1.0676 0.6389  C4 1.103
15 H -1.2784 -0.1998 1.5555  C4 1.107
16 H -1.9377 -0.1835 -0.7617  N5 1.011
17 H -2.5117 -2.2514 -0.9307  C6 1.088
18 H -2.3804 -1.8911 0.9394  C6 1.099
19 H -1.2494 -2.8261 0.0682  C6 1.104
20 O -1.7195 0.9310 -4.0217  H21 0.939, H22 0.970
21 H -1.4522 0.3416 -3.3420  O20 0.939
22 H -2.2889 0.4149 -4.6139  O20 0.970

For the relative energy (zero: lowest compared OMol25 entry of this formula, charge and spin), the calculation gives 138.2 kJ/mol. As for the charge: 0. The value obtained for the gap between HOMO and LUMO is 10.17 eV. The calculation puts the largest force on an atom at 2.5 eV/Å. The value obtained for the HOMO energy is -9.305 eV.

Atom charges from the Mulliken analysis, given in e for atoms 1 to 8: number 1, C, carries -1.229; number 2, C, carries -0.451; number 3, C, carries -0.602; number 4, C, carries -0.806; number 5, N, carries -0.346; number 6, C, carries -0.931; number 7, H, carries 0.301; number 8, H, carries 0.354

=====

Entry 4:
C5H15NO | the ωB97M-V functional and the def2-TZVPD basis

Last columns: bonded neighbours and bond lengths (Å).
Atoms and positions in Å:
1 C 0.8981 2.4863 0.4729  N2 1.544, H7 1.187, H8 1.121, H9 1.108
2 N -0.1514 1.3821 0.7258  C1 1.544, C3 1.527, H10 1.046
3 C 0.1366 -0.0447 0.2654  N2 1.527, C4 1.552, H11 1.034, H12 1.133
4 C -1.0966 -0.9638 0.4744  C3 1.552, C5 1.561, C6 1.567, H13 1.060
5 C -1.4910 -1.0745 1.9811  C4 1.561, H14 1.117, H15 1.134, H16 1.138
6 C -0.7973 -2.3886 -0.1057  C4 1.567, H17 1.138, H18 1.139, H19 1.173
7 H 1.9272 2.1033 0.9251  C1 1.187
8 H 0.9927 2.4940 -0.6439  C1 1.121
9 H 0.6446 3.5170 0.7894  C1 1.108
10 H -0.8676 1.5026 -0.0268  N2 1.046
11 H 0.3734 0.0265 -0.7388  C3 1.034
12 H 1.0179 -0.4504 0.8501  C3 1.133
13 H -1.9893 -0.5839 0.0481  C4 1.060
14 H -2.5577 -1.4048 1.9565  C5 1.117
15 H -0.9191 -1.8804 2.5383  C5 1.134
16 H -1.4024 -0.0228 2.4074  C5 1.138
17 H -0.1704 -2.1968 -1.0362  C6 1.138
18 H -0.2637 -2.9853 0.7039  C6 1.139
19 H -1.7346 -2.9777 -0.4923  C6 1.173
20 O 1.9091 0.5388 -3.0579  H21 0.926, H22 0.937
21 H 2.4979 0.0190 -2.5673  O20 0.926
22 H 2.3395 0.7661 -3.8589  O20 0.937

For the relative energy (zero: lowest compared OMol25 entry of this formula, charge and spin), the calculation gives 205.1 kJ/mol. As for the charge: 0. The value obtained for the gap between HOMO and LUMO is 9.48 eV. The calculation puts the largest force on an atom at 3.3 eV/Å. The value obtained for the HOMO energy is -8.732 eV.

Atom charges from the Mulliken analysis, given in e for atoms 1 to 8: number 1, C, carries -0.602; number 2, N, carries -0.423; number 3, C, carries -0.894; number 4, C, carries 0.480; number 5, C, carries -1.248; number 6, C, carries -1.210; number 7, H, carries 0.207; number 8, H, carries 0.214

=====

Entry 5:
C5H15NO | the ωB97M-V functional and the def2-TZVPD basis

Last columns: bonded neighbours and bond lengths (Å).
Atoms and positions in Å:
1 C 0.3985 3.0143 0.8615  C2 1.526, H7 1.095, H8 1.105, H9 1.082
2 C 0.0886 1.5505 1.1595  C1 1.526, N3 1.519, H10 1.081, H11 1.087
3 N -1.1857 1.0120 0.5318  C2 1.519, C4 1.467, H12 0.997
4 C -1.0757 0.2559 -0.7210  N3 1.467, C5 1.529, C6 1.520, H13 1.095
5 C -2.4961 -0.0983 -1.1638  C4 1.529, H14 1.093, H15 1.098, H16 1.082
6 C -0.1357 -0.9370 -0.6579  C4 1.520, H17 1.086, H18 1.104, H19 1.089
7 H 0.5428 3.0982 -0.2207  C1 1.095
8 H 1.4632 3.1384 1.1285  C1 1.105
9 H -0.1285 3.8467 1.3077  C1 1.082
10 H 0.8684 0.8974 0.7941  C2 1.081
11 H -0.1112 1.4479 2.2229  C2 1.087
12 H -1.6643 0.6421 1.3237  N3 0.997
13 H -0.6554 0.9701 -1.4370  C4 1.095
14 H -2.4764 -0.4440 -2.2009  C5 1.093
15 H -2.7805 -1.0334 -0.6629  C5 1.098
16 H -3.1494 0.7391 -0.9562  C5 1.082
17 H -0.2429 -1.6753 0.1306  C6 1.086
18 H -0.3178 -1.5313 -1.5704  C6 1.104
19 H 0.9029 -0.6106 -0.6793  C6 1.089
20 O 3.6532 -4.0551 0.1018  H21 0.975, H22 0.954
21 H 2.8104 -3.5840 0.2342  O20 0.975
22 H 3.6196 -4.1842 -0.8431  O20 0.954

For the relative energy (zero: lowest compared OMol25 entry of this formula, charge and spin), the calculation gives 132.2 kJ/mol. As for the charge: 0. The value obtained for the gap between HOMO and LUMO is 9.15 eV. The calculation puts the largest force on an atom at 2.7 eV/Å. The value obtained for the HOMO energy is -8.492 eV.

Atom charges from the Mulliken analysis, given in e for atoms 1 to 8: number 1, C, carries -1.112; number 2, C, carries -0.370; number 3, N, carries -0.376; number 4, C, carries 0.757; number 5, C, carries -1.512; number 6, C, carries -1.476; number 7, H, carries 0.259; number 8, H, carries 0.338

=====

Entry 6:
C5H15NO | the ωB97M-V functional and the def2-TZVPD basis

Last columns: bonded neighbours and bond lengths (Å).
Atoms and positions in Å:
1 C -0.4866 -0.5451 -2.1971  C2 1.536, H7 1.078, H8 1.095, H9 1.079
2 C -0.1035 0.5733 -1.2158  C1 1.536, C3 1.521, H10 1.084, H11 1.080
3 C 1.1812 0.1883 -0.4994  C2 1.521, C4 1.536, H12 1.094, H13 1.094
4 C 1.1199 -1.1169 0.3082  C3 1.536, C5 1.523, H14 1.094, H15 1.082
5 C -0.1538 -1.4278 1.0831  C4 1.523, N6 1.501, H16 1.091, H17 1.088
6 N -0.5664 -0.3715 2.0659  C5 1.501, H18 1.011, H19 1.011
7 H -0.7815 -1.4634 -1.7148  C1 1.078
8 H -1.2548 -0.2927 -2.9354  C1 1.095
9 H 0.3832 -0.8185 -2.7736  C1 1.079
10 H -0.8560 0.7051 -0.4467  C2 1.084
11 H 0.0127 1.4541 -1.8292  C2 1.080
12 H 2.0251 0.2172 -1.1942  C3 1.094
13 H 1.4895 0.9811 0.1891  C3 1.094
14 H 1.1608 -1.9212 -0.4320  C4 1.094
15 H 2.0089 -1.2830 0.9021  C4 1.082
16 H -0.9600 -1.5207 0.3544  C5 1.091
17 H -0.0682 -2.3261 1.6902  C5 1.088
18 H -1.4022 -0.7073 2.5258  N6 1.011
19 H -0.8552 0.4118 1.4956  N6 1.011
20 O -0.4000 2.7903 1.4841  H21 0.964, H22 0.960
21 H -0.2016 3.7155 1.3002  O20 0.964
22 H -1.2915 2.7573 1.8394  O20 0.960

For the relative energy (zero: lowest compared OMol25 entry of this formula, charge and spin), the calculation gives 81.5 kJ/mol. As for the charge: 0. The value obtained for the gap between HOMO and LUMO is 9.81 eV. The calculation puts the largest force on an atom at 1.6 eV/Å. The value obtained for the HOMO energy is -9.074 eV.

Atom charges from the Mulliken analysis, given in e for atoms 1 to 8: number 1, C, carries -1.294; number 2, C, carries -0.052; number 3, C, carries -0.718; number 4, C, carries -0.661; number 5, C, carries -0.456; number 6, N, carries -0.624; number 7, H, carries 0.278; number 8, H, carries 0.365